(1)
Computed, not measured: a 2-piece molecular cluster, C2HClF2O overall, with ωB97M-V/def2-TZVPD.

Calculated values
energy relative to the best compared isomer or geometry (same formula, charge and spin)	311.01	kJ/mol
E_LUMO	-0.4	eV
E_tot	-811.8368	a.u.
HOMO energy	-10.72	eV

```
7
C2HClF2O, DFT ωB97M-V/def2-TZVPD
C 1.20840 1.32344 0.27328
C 1.08956 -0.15975 0.25175
O 1.82902 0.63741 -0.60517
F 0.11479 -0.93215 -0.19387
F 1.85692 -0.96396 1.00309
Cl -3.51286 0.40172 -0.00290
H -2.58583 -0.30671 -0.72618
```



(2)
Computed, not measured: C25H18Cl2CoNS3Si as an isolated structure, with ωB97M-V/def2-TZVPD.

Calculated values
energy relative to the best compared isomer or geometry (same formula, charge and spin)	46.88	kJ/mol
charge	-2
E_LUMO (alpha / beta)	4.7 / 4.7	eV
E_tot	-4805.4819	a.u.
HOMO energy (alpha / beta)	-1.14 / -1.07	eV

```
51
C25H18Cl2CoNS3Si, DFT ωB97M-V/def2-TZVPD
Co 0.00763 -1.93792 0.77170
S 2.46890 -2.90668 4.32173
C 1.51700 -2.58628 2.99500
S -0.01910 -1.79850 3.03486
S 1.91762 -2.95698 1.35983
Cl -3.20865 -0.22478 0.29519
C -3.62766 -1.85113 -0.17291
C -4.96890 -2.14246 -0.31572
C -5.39322 -3.41615 -0.66383
C -4.42611 -4.40381 -0.86980
C -3.09321 -4.11039 -0.73585
Cl -1.94294 -5.38657 -1.01629
C -2.57692 -2.80886 -0.37116
N -1.29197 -2.58504 -0.25974
H -5.68577 -1.34979 -0.13928
H -6.44686 -3.63932 -0.76777
H -4.70598 -5.41500 -1.13810
C -1.40616 2.06669 -3.54151
C -1.59303 0.73107 -3.22347
C -0.94590 0.17756 -2.12658
C -0.10015 0.93927 -1.32431
C 0.07228 2.28177 -1.66380
C -0.56734 2.84483 -2.75567
Si 0.78390 0.16483 0.18582
C 0.59665 1.52220 1.51439
C 1.57342 2.45780 1.83963
C 1.35140 3.43847 2.79668
C 0.13313 3.50725 3.45150
C -0.85812 2.58494 3.14505
C -0.62237 1.60593 2.19678
C 2.63349 0.23853 -0.27245
C 3.09234 0.50401 -1.56001
C 4.44690 0.49165 -1.86787
C 5.37861 0.20855 -0.88166
C 4.94307 -0.06649 0.40800
C 3.59158 -0.05781 0.70132
H -1.91656 2.50384 -4.39355
H -2.25360 0.11430 -3.82232
H -1.10485 -0.86579 -1.86926
H 0.71850 2.90402 -1.05205
H -0.41802 3.89285 -2.99334
H 2.53458 2.42277 1.33994
H 2.13827 4.14656 3.03415
H -0.04034 4.26439 4.20854
H -1.80976 2.61541 3.66338
H -1.39098 0.87422 1.98597
H 2.37847 0.73115 -2.34532
H 4.77049 0.70155 -2.88218
H 6.43764 0.18988 -1.11660
H 5.65748 -0.31192 1.18519
H 3.27111 -0.30463 1.70775
```



Respective max |F| values: 2.64 1.34 eV Å⁻¹.